1.
16
Properties=species:S:1:pos:R:3:mulliken_charge:R:1 method="wB97M-V/def2-TZVPD" homo_lumo_gap_ha="0.1989 / 0.1899" total_charge=0 largest_force_ha_per_bohr=0.065 lumo_energy_ev="-0.779 / -0.875" e_homo_ev="-6.2 / -6.0" de_lowest_kcal_mol=175.5
C 2.049 -1.001 0.167 -0.60
C 0.751 -0.682 0.320 -0.10
C -1.335 -0.170 -0.919 -0.52
C -0.544 -0.438 0.188 0.48
C -2.642 0.156 -0.250 -0.54
C -1.653 0.077 1.058 -0.64
N 2.902 0.050 -0.101 0.34
N 2.421 1.254 -0.093 -0.72
H 2.557 -2.009 0.211 0.33
H -1.184 -0.216 -1.935 0.51
H -2.983 1.156 -0.442 0.23
H -3.467 -0.523 -0.517 0.27
H -2.057 -0.489 1.913 0.30
H -1.570 1.078 1.413 0.22
H 3.763 -0.228 -0.465 0.24
H 2.992 1.984 -0.549 0.19

=====

2.
16
Properties=species:S:1:pos:R:3:mulliken_charge:R:1 method="wB97M-V/def2-TZVPD" smiles="C#C/C(C=C)=N/NC" homo_lumo_gap_ha=0.3030 total_charge=0 largest_force_ha_per_bohr=0.155 lumo_energy_ev=-0.327 e_homo_ev=-8.6 de_lowest_kcal_mol=163.0
C -1.567 2.211 -1.835 0.21
C -0.906 1.716 -1.026 -1.04
C -0.287 0.734 -0.115 0.78
C 0.501 -0.191 -0.837 -0.01
C 0.432 -0.661 -2.095 -0.59
N -0.243 1.101 1.214 -0.47
N 0.705 0.313 1.886 -0.32
C 0.297 -1.213 2.085 -0.77
H -1.848 2.787 -2.681 0.42
H 1.146 -1.179 -0.262 0.14
H -0.269 0.012 -2.690 0.20
H 1.235 -1.497 -2.401 0.26
H 0.541 0.771 2.731 0.32
H 0.699 -1.742 2.857 0.43
H 0.423 -1.771 1.170 0.16
H -0.857 -1.389 1.999 0.29

=====

3.
16
Properties=species:S:1:pos:R:3:mulliken_charge:R:1 method="wB97M-V/def2-TZVPD" smiles="C=C[C@@]1(C#N)CCN1" homo_lumo_gap_ha=0.3807 total_charge=0 largest_force_ha_per_bohr=0.080 lumo_energy_ev=0.931 e_homo_ev=-9.4 de_lowest_kcal_mol=86.6
C 0.069 -2.225 -1.028 -0.62
C 0.401 -1.662 0.106 -0.54
C 0.118 -0.150 0.107 1.29
C -0.177 0.286 1.494 -0.13
N -0.244 0.461 2.624 -0.48
C 1.029 0.932 -0.634 -0.72
C -0.252 1.701 -1.140 -0.46
N -0.959 0.492 -0.732 -0.47
H -0.236 -1.519 -2.020 0.17
H 0.007 -3.281 -1.105 0.35
H 0.729 -2.383 1.099 0.24
H 1.536 0.531 -1.495 0.35
H 1.730 1.636 0.014 0.24
H -0.515 2.574 -0.493 0.32
H -0.091 1.885 -2.290 0.24
H -1.864 0.590 -0.386 0.23